Below is a structure of composition C40H38As2CrO3PSSe2 in a non-equilibrium geometry, with properties calculated with ωB97M-V/def2-TZVPD.

Last column: Mulliken charge in e.
CARTESIAN COORDINATES (ANGSTROEM)
1 Cr -0.4957 1.0568 -0.9577  -0.087
2 O 2.4501 1.7840 -0.0169  -0.620
3 C 1.5567 2.4865 -0.4902  -0.390
4 O 0.9528 2.2634 -1.6358  -0.536
5 C 1.1285 3.7604 0.2010  0.615
6 C 1.9473 4.8854 0.1956  -0.337
7 C 1.5132 6.0693 0.7781  -0.683
8 C 0.2582 6.1248 1.3708  -0.680
9 C -0.5634 5.0046 1.3799  -1.053
10 C -0.1416 3.8118 0.7945  1.476
11 S -1.1966 2.3835 0.8032  -0.508
12 H 2.9290 4.8260 -0.2668  0.495
13 H 2.1524 6.9459 0.7670  0.395
14 H -0.0848 7.0480 1.8251  0.411
15 H -1.5445 5.0443 1.8455  0.444
16 Se -2.4656 -0.5466 -0.6305  -0.841
17 P -1.4205 -1.6357 -2.1915  0.375
18 Se 0.1652 -0.4324 -3.0122  -0.478
19 C -0.7985 -3.2374 -1.5745  0.857
20 C -1.5808 -3.9868 -0.6982  -0.669
21 C -1.1530 -5.2402 -0.2823  -0.479
22 C 0.0608 -5.7457 -0.7290  -0.524
23 C 0.8429 -5.0030 -1.6030  -0.628
24 C 0.4131 -3.7494 -2.0317  -0.392
25 C -2.6094 -2.1861 -3.4598  0.998
26 C -3.9516 -2.3873 -3.1441  -0.419
27 C -4.8177 -2.9013 -4.1049  -0.610
28 C -4.3460 -3.2105 -5.3755  -0.436
29 C -3.0095 -2.9997 -5.6931  -0.622
30 C -2.1403 -2.4892 -4.7372  -0.529
31 H -2.5202 -3.5804 -0.3431  0.400
32 H -1.7612 -5.8253 0.3973  0.441
33 H 0.3994 -6.7212 -0.3919  0.391
34 H 1.7925 -5.3968 -1.9504  0.428
35 H 1.0233 -3.1590 -2.7058  0.373
36 H -4.3125 -2.1292 -2.1572  0.370
37 H -5.8653 -3.0587 -3.8600  0.395
38 H -5.0245 -3.6111 -6.1222  0.372
39 H -2.6442 -3.2305 -6.6893  0.394
40 H -1.0981 -2.3092 -4.9790  0.348
41 C -2.0615 2.1473 -4.2546  -1.224
42 As -1.9209 2.5187 -2.3581  1.128
43 C -3.7987 2.5989 -1.9026  -1.187
44 C -1.4704 4.3962 -2.3608  -1.175
45 H -2.6240 2.9357 -4.7402  0.455
46 H -2.5661 1.1979 -4.3830  0.280
47 H -1.0719 2.0697 -4.6817  0.384
48 H -4.3007 3.3223 -2.5394  0.426
49 H -3.8929 2.8891 -0.8608  0.351
50 H -4.2367 1.6173 -2.0339  0.315
51 H -2.1574 4.9299 -3.0036  0.552
52 H -0.4522 4.5172 -2.7152  0.341
53 H -1.5347 4.7800 -1.3479  0.281
54 O 0.4433 -0.2256 0.2149  1.190
55 As 1.2870 -0.1528 1.6817  0.609
56 C 1.9075 1.3257 2.7586  0.423
57 C 3.2505 1.6778 2.6521  -0.621
58 C 3.7514 2.7095 3.4292  -0.808
59 C 2.9178 3.3783 4.3176  -0.620
60 C 1.5865 3.0048 4.4390  -0.989
61 C 1.0759 1.9791 3.6577  -0.062
62 C 2.8555 -1.2083 1.4138  -0.020
63 C 3.4979 -1.2036 0.1834  0.055
64 C 4.6558 -1.9525 0.0216  -0.752
65 C 5.1622 -2.6945 1.0840  -0.533
66 C 4.5059 -2.7002 2.3106  -0.765
67 C 3.3482 -1.9565 2.4769  -0.193
68 C 0.2297 -1.1737 2.9279  0.159
69 C -0.5881 -2.1616 2.3932  -0.354
70 C -1.3543 -2.9548 3.2357  -0.638
71 C -1.3030 -2.7650 4.6140  -0.587
72 C -0.4756 -1.7865 5.1493  -0.850
73 C 0.2926 -0.9921 4.3076  -0.147
74 H 3.8899 1.1642 1.9520  0.384
75 H 4.7908 2.9984 3.3311  0.428
76 H 3.3050 4.1957 4.9158  0.414
77 H 0.9387 3.5181 5.1382  0.428
78 H 0.0339 1.7142 3.7314  0.578
79 H 3.0940 -0.6108 -0.6285  0.254
80 H 5.1691 -1.9520 -0.9351  0.440
81 H 6.0690 -3.2756 0.9552  0.392
82 H 4.8922 -3.2890 3.1334  0.425
83 H 2.8279 -1.9676 3.4229  0.434
84 H -0.6243 -2.2969 1.3273  0.208
85 H -1.9940 -3.7248 2.8188  0.419
86 H -1.9081 -3.3815 5.2714  0.384
87 H -0.4274 -1.6401 6.2230  0.412
88 H 0.9449 -0.2421 4.7317  0.516

Computed properties:
**LUMO (spin up / spin down)**: -0.19 / 0.30 eV
**Gap between HOMO and LUMO (spin up / spin down)**: 7.2 / 7.7 eV
**HOMO energy (spin up / spin down)**: -7.351 / -7.423 eV
**<S²>**: 0.768
**Multiplicity**: 2
**Total charge**: 0

Below is a structure of composition C40H38ClN4O6ReSi in a non-equilibrium geometry, with properties calculated with ωB97M-V/def2-TZVPD.

Last column: Mulliken charge in e.
CARTESIAN COORDINATES (ANGSTROEM)
1 Re 0.1646 0.0866 -0.4497  3.623
2 O -1.1192 -4.1602 -2.0646  -0.758
3 C 0.0444 -4.4485 -2.6584  0.222
4 C 0.1230 -5.6193 -3.4186  -0.671
5 C 1.2940 -5.9705 -4.0550  -0.316
6 C 2.4211 -5.1646 -3.9487  -0.911
7 C 2.3585 -4.0075 -3.2007  -0.324
8 C 1.1838 -3.6303 -2.5503  0.021
9 C 1.1354 -2.4020 -1.7436  0.966
10 O 0.0145 -2.0130 -1.2444  -1.337
11 N 2.2761 -1.8042 -1.4933  -0.755
12 N 2.1693 -0.7960 -0.5903  0.335
13 C 3.3209 -0.4449 -0.0682  -0.997
14 C 3.5239 0.1576 1.1921  1.036
15 C 4.8280 0.4431 1.6369  -0.376
16 C 5.0778 0.8080 2.9333  -0.900
17 C 4.0226 0.8447 3.8552  -0.622
18 C 2.7415 0.5881 3.4642  -0.742
19 C 2.4097 0.2877 2.1050  -0.307
20 O 1.2127 0.1290 1.7557  -0.383
21 H -1.0131 -3.3053 -1.5733  0.426
22 H -0.7693 -6.2241 -3.4909  0.444
23 H 1.3314 -6.8829 -4.6331  0.378
24 H 3.3326 -5.4480 -4.4553  0.389
25 H 3.2184 -3.3655 -3.1081  0.497
26 H 4.2039 -0.8130 -0.5887  0.425
27 H 5.6497 0.3579 0.9370  0.430
28 H 6.0784 1.0407 3.2637  0.386
29 H 4.2386 1.0891 4.8867  0.448
30 H 1.9333 0.5980 4.1768  0.646
31 C 1.6482 2.8948 0.3726  -1.444
32 N 0.4671 2.2270 -0.1279  0.014
33 C -0.6003 2.9529 -0.3393  -0.201
34 C -1.7914 2.3257 -0.7297  0.028
35 C -3.1021 2.7518 -1.0254  -1.007
36 C -3.8288 1.6070 -1.3001  -0.934
37 C -2.9474 0.5276 -1.1694  -0.691
38 N -1.7397 0.9538 -0.8262  0.538
39 C 2.8809 2.8840 -0.5071  0.202
40 C 2.9101 2.3611 -1.7899  0.420
41 C 4.0664 2.4241 -2.5513  -0.443
42 C 5.1998 3.0356 -2.0485  -0.633
43 C 5.1790 3.5658 -0.7680  -0.706
44 C 4.0336 3.4784 0.0000  -0.502
45 H 1.9236 2.4373 1.3294  -0.417
46 H 1.4048 3.9500 0.5700  0.837
47 H -0.5661 4.0323 -0.1957  0.469
48 H -3.4618 3.7635 -1.0398  0.512
49 H -4.8721 1.5352 -1.5412  0.433
50 H -3.1628 -0.5144 -1.3073  0.524
51 H 2.0296 1.8925 -2.1966  0.201
52 H 4.0689 1.9983 -3.5442  0.312
53 H 6.0932 3.1115 -2.6524  0.423
54 H 6.0635 4.0465 -0.3712  0.384
55 H 4.0384 3.8739 1.0065  0.414
56 C -0.1593 -0.6807 -6.5064  -1.092
57 Si 1.1225 0.2289 -5.4155  -0.043
58 C 1.4348 1.9509 -6.2009  -1.041
59 C 2.7467 -0.7780 -5.4122  -0.995
60 C 0.5758 0.3920 -3.6616  -0.533
61 C 0.3954 0.3967 -2.4585  0.626
62 H 0.2069 -0.8339 -7.5200  0.314
63 H -1.0890 -0.1227 -6.5741  0.326
64 H -0.3900 -1.6551 -6.0851  0.295
65 H 1.7462 1.8572 -7.2392  0.325
66 H 2.2096 2.4986 -5.6715  0.269
67 H 0.5354 2.5610 -6.1796  0.325
68 H 3.4051 -0.5087 -6.2326  0.432
69 H 2.5357 -1.8399 -5.4823  0.311
70 H 3.2826 -0.6243 -4.4820  0.243
71 C -1.4842 -0.4428 4.7403  -1.839
72 C -0.8300 0.9047 4.6218  1.829
73 C -0.0750 1.3181 5.7155  -0.933
74 C 0.6594 2.4877 5.7051  0.217
75 Cl 1.5890 2.9246 7.1057  -0.277
76 C 0.6632 3.2994 4.5845  -0.782
77 C -0.1172 2.9302 3.5113  -0.337
78 C -0.8758 1.7490 3.4953  0.160
79 O -1.5792 1.6021 2.3528  -0.211
80 C -2.6809 0.7276 2.2458  -0.877
81 C -2.3385 -0.7455 1.7537  0.199
82 O -3.2000 -1.5752 2.0265  -0.781
83 O -1.2578 -0.9145 1.1685  -0.353
84 H -0.9982 -1.0115 5.5319  0.431
85 H -1.3972 -1.0093 3.8192  0.298
86 H -2.5427 -0.3670 4.9888  0.400
87 H -0.0444 0.6892 6.5940  0.367
88 H 1.2579 4.2004 4.5576  0.436
89 H -0.1668 3.5635 2.6375  0.422
90 H -3.3254 1.1655 1.4769  0.384
91 H -3.2543 0.6686 3.1739  0.478

Computed properties:
**LUMO (spin up / spin down)**: 1.16 / 1.06 eV
**Gap between HOMO and LUMO (spin up / spin down)**: 6.0 / 6.0 eV
**HOMO energy (spin up / spin down)**: -4.825 / -4.960 eV
**<S²>**: 0.765
**Multiplicity**: 2
**Total charge**: -1

Below is a structure of composition C40H38N4O6P2PbS3, with properties calculated with ωB97M-V/def2-TZVPD.

Last column: Mulliken charge in e.
CARTESIAN COORDINATES (ANGSTROEM)
1 Pb 0.3038 -0.2454 -0.2901  3.162
2 C 0.3868 -5.1088 -0.3650  -2.150
3 C 0.1412 -3.7081 0.1034  0.597
4 N 1.0104 -2.7803 0.2090  0.000
5 N 2.3021 -3.0097 -0.1689  -0.396
6 C 3.2135 -2.0114 -0.0071  0.083
7 N 4.3293 -2.1635 -0.7393  -0.422
8 S 3.0232 -0.7333 1.0685  -0.342
9 C -1.2583 -3.3374 0.4776  0.617
10 C -2.2325 -4.3109 0.6343  -0.601
11 C -3.5388 -3.9131 0.8702  -0.823
12 C -3.8329 -2.5652 0.9291  -0.896
13 C -2.7906 -1.6625 0.7810  -0.591
14 N -1.5355 -2.0371 0.5863  0.712
15 H 1.3457 -5.2474 -0.8575  0.441
16 H -0.3853 -5.3913 -1.0779  0.435
17 H 0.3445 -5.7989 0.4806  0.377
18 H 2.4695 -3.6907 -0.9005  0.192
19 H 4.2335 -2.5811 -1.6565  0.252
20 H 4.9390 -1.3609 -0.7264  0.305
21 H -1.9881 -5.3585 0.5495  0.469
22 H -4.3193 -4.6538 0.9855  0.419
23 H -4.8417 -2.2090 1.0807  0.546
24 H -2.9726 -0.5947 0.8326  0.487
25 C -0.0339 3.8418 1.0237  -1.711
26 C -1.1013 3.2849 1.9662  -1.912
27 P -0.8339 1.5200 2.4053  0.814
28 C -2.2985 1.1280 3.4326  0.623
29 C -3.2784 2.0533 3.7811  -0.578
30 C -4.3584 1.6752 4.5679  -0.701
31 C -4.4674 0.3698 5.0211  -0.575
32 C -3.4938 -0.5600 4.6810  -0.639
33 C -2.4232 -0.1839 3.8872  -0.407
34 C 0.4916 1.5752 3.6677  0.502
35 C 1.2059 0.4004 3.8852  -0.282
36 C 2.1946 0.3402 4.8567  -0.835
37 C 2.4888 1.4625 5.6142  -0.550
38 C 1.7910 2.6438 5.3996  -0.687
39 C 0.7968 2.6981 4.4356  -0.221
40 P 0.0706 2.9384 -0.5804  0.385
41 C -1.5584 3.1898 -1.3418  0.548
42 C -2.0000 2.1957 -2.2155  -0.296
43 C -3.2263 2.3175 -2.8575  -0.826
44 C -4.0219 3.4265 -2.6191  -0.527
45 C -3.5888 4.4234 -1.7513  -0.668
46 C -2.3612 4.3089 -1.1205  -0.185
47 C 1.1926 3.9954 -1.5488  0.470
48 C 2.4392 4.3319 -1.0211  -0.455
49 C 3.3454 5.0641 -1.7707  -0.658
50 C 3.0235 5.4552 -3.0629  -0.540
51 C 1.7923 5.1117 -3.5992  -0.684
52 C 0.8792 4.3866 -2.8473  -0.477
53 H 0.9510 3.7711 1.4929  0.674
54 H -0.2159 4.9029 0.8352  0.505
55 H -1.1541 3.9078 2.8610  0.780
56 H -2.0840 3.3341 1.4879  0.748
57 H -3.2119 3.0789 3.4442  0.270
58 H -5.1125 2.4057 4.8296  0.408
59 H -5.3072 0.0764 5.6368  0.388
60 H -3.5727 -1.5822 5.0273  0.436
61 H -1.6741 -0.9207 3.6177  0.330
62 H 1.0096 -0.4732 3.2750  0.550
63 H 2.7462 -0.5788 5.0032  0.433
64 H 3.2665 1.4217 6.3656  0.383
65 H 2.0211 3.5246 5.9843  0.433
66 H 0.2617 3.6276 4.2927  0.334
67 H -1.3889 1.3231 -2.4240  0.333
68 H -3.5468 1.5408 -3.5390  0.559
69 H -4.9803 3.5211 -3.1131  0.388
70 H -4.2073 5.2939 -1.5739  0.419
71 H -2.0268 5.1011 -0.4609  0.387
72 H 2.7192 4.0102 -0.0248  0.251
73 H 4.3093 5.3178 -1.3496  0.403
74 H 3.7348 6.0178 -3.6527  0.378
75 H 1.5395 5.4014 -4.6104  0.401
76 H -0.0761 4.1198 -3.2804  0.359
77 O -2.2621 -2.9822 -2.2199  -0.684
78 S -1.4483 -2.0972 -3.0356  1.145
79 O -2.0184 -1.6828 -4.2861  -0.728
80 O -0.9391 -0.9624 -2.2349  -0.476
81 C -0.0033 -3.1144 -3.4351  0.213
82 C -0.3401 -4.4506 -3.6542  -1.177
83 C 0.6128 -5.4041 -3.9692  -0.580
84 C 1.9416 -5.0298 -4.0623  -0.686
85 C 2.2876 -3.7009 -3.8758  -0.553
86 C 1.3345 -2.7261 -3.5745  0.145
87 S 1.9946 -1.0479 -3.4279  1.414
88 O 1.1598 -0.1773 -4.2036  -0.750
89 O 3.3804 -1.1701 -3.8247  -0.810
90 O 1.9300 -0.7953 -1.9621  -0.769
91 H -1.3797 -4.7324 -3.5610  0.513
92 H 0.3142 -6.4298 -4.1436  0.395
93 H 2.7040 -5.7566 -4.3118  0.417
94 H 3.3099 -3.3777 -4.0175  0.621

Computed properties:
**LUMO**: -0.37 eV
**Gap between HOMO and LUMO**: 7.7 eV
**HOMO energy**: -8.101 eV
**Total charge**: 0